(1)
Here is an isolated molecule of C5H6O from OMol25. Energies are from wB97M-V/def2-TZVPD.

```
12
Properties=species:S:1:pos:R:3:forces:R:3
O 0.6284 -2.3852 -1.0549 0.264 0.154 0.401
C 1.1749 -1.9248 -0.0822 -0.133 -0.149 -0.227
C 0.6920 -0.7090 0.6668 0.005 -0.016 0.009
C -0.5686 -0.1356 0.0874 -0.114 0.189 0.033
C -0.8279 1.1407 0.1210 0.072 0.014 -0.215
C -0.9615 2.4252 -0.0525 -0.013 -0.141 -0.086
H 2.0866 -2.4007 0.3362 -0.061 0.026 -0.082
H 1.4989 0.0371 0.6892 -0.104 -0.152 -0.013
H 0.5393 -1.0058 1.7148 0.078 -0.060 -0.108
H -0.6257 2.7842 -1.0195 0.046 0.347 0.130
H -1.2629 -0.8154 -0.4002 -0.010 0.012 0.258
H -1.3898 3.1237 0.6599 -0.030 -0.223 -0.099
```
Forces are in eV/Å.

The total energy is -7327.4858 eV. The calculation puts the energy relative to the best compared isomer or geometry (same formula, charge and spin) at 173.5 kJ/mol. As for the HOMO energy: -9.6 eV. The orbital gap comes out at 10.5 eV. The value obtained for the largest force on an atom is 0.50 eV/Å.

natural (NBO) atomic charge list, values in e, 5 entries:
1. O -0.517
2. C 0.448
3. C -0.534
4. C -0.293
5. C 0.107


(2)
Here is an isolated molecule of C3H7N3OS at a distorted geometry from OMol25. Energies are from wB97M-V/def2-TZVPD.

```
15
Properties=species:S:1:pos:R:3:forces:R:3
C -0.3777 -0.2755 -0.9768 2.092 0.801 0.977
C -1.7907 0.7794 2.1778 1.620 -3.373 -0.026
C 1.0040 -0.3091 -0.2224 -1.337 -3.223 -3.190
N -1.4092 -0.2598 -0.2265 0.179 -0.156 -0.646
N 0.7737 -0.4458 1.1483 -1.411 -0.028 1.320
N -0.2586 -0.2815 -2.3434 -1.198 -0.679 1.663
O -1.3086 -1.7654 1.8191 0.267 -1.722 1.126
S -0.9905 -0.4452 1.4100 -1.724 2.539 -0.899
H -2.0659 0.4982 3.2005 0.033 0.803 -0.587
H -1.8350 1.5917 1.5242 -0.383 1.601 -0.091
H 1.4699 -1.1606 -0.8722 -0.039 1.182 1.908
H 1.4597 0.5833 -0.4255 1.596 2.277 -0.748
H 0.9961 -1.3317 1.5633 0.497 -0.494 -0.089
H 0.4358 0.1903 -2.8523 1.280 0.492 0.002
H -1.0912 -0.3665 -2.8473 -1.472 -0.019 -0.721
```
Forces are in eV/Å.

The total energy is -20574.0491 eV. The calculation puts the energy relative to the best compared isomer or geometry (same formula, charge and spin) at 398.9 kJ/mol. As for the HOMO energy: -8.0 eV. The orbital gap comes out at 8.5 eV. The value obtained for the largest force on an atom is 4.73 eV/Å.

natural (NBO) atomic charge list, values in e, 5 entries:
1. C 0.480
2. C -1.044
3. C -0.299
4. N -0.716
5. N -0.822


(3)
Here is a cluster of 6 separate species, C29H64BNO15 in total at a distorted geometry from OMol25. Energies are from wB97M-V/def2-TZVPD.

```
110
Properties=species:S:1:pos:R:3:forces:R:3
C 2.5691 -1.7036 2.4728 -1.328 0.593 -0.170
C 1.3565 -0.7360 1.9898 0.978 -0.145 -0.007
C 0.5900 -1.2811 0.6862 -0.314 -0.262 0.194
C -0.8431 -1.9398 1.0031 0.647 -0.376 1.254
N -1.9845 -1.3636 0.2195 -0.977 0.370 1.514
C -3.0838 -0.9416 1.0999 -0.902 2.406 1.838
C -3.1402 0.1180 2.0732 -1.007 -2.785 -1.873
B -1.9214 1.1646 2.4430 -0.138 0.858 0.175
O -1.1949 1.0921 3.6776 -1.207 -0.599 -2.228
O -1.6690 2.1858 1.4596 0.924 -2.695 1.827
C -0.2592 2.2945 1.1283 1.208 1.794 -0.623
C -4.6303 0.0922 2.7045 2.069 1.766 0.294
O -5.0289 0.9131 3.5449 0.565 -3.774 -3.205
O -5.3258 -0.9855 2.0662 0.363 0.201 -0.155
C -4.5283 -1.6477 1.0688 1.561 -0.991 -1.938
O -4.8502 -2.5590 0.2840 0.379 3.921 3.815
H 2.0732 -2.7087 2.7334 1.145 1.309 -0.415
H 3.3115 -1.7899 1.6069 -0.913 -0.114 1.427
H 3.0334 -1.2382 3.4163 -0.504 -0.852 -1.492
H 0.6676 -0.6042 2.8946 0.787 -0.018 -1.459
H 1.8232 0.2804 1.7253 -0.763 -1.435 0.523
H 0.4345 -0.4075 -0.0316 0.244 -1.220 0.796
H 1.2223 -2.0811 0.1708 -0.701 1.234 0.586
H -0.8057 -3.0887 0.8843 -0.081 1.828 -0.030
H -1.0670 -1.7517 2.1236 0.401 -0.375 -1.684
H -1.6914 -0.6181 -0.4245 -0.237 -0.352 0.645
H -1.3485 0.2442 4.1448 -0.059 0.809 -0.358
H -0.0651 3.4115 0.8964 -0.296 -1.801 0.305
H 0.0071 1.7113 0.1763 -0.560 0.704 1.425
H 0.4575 2.0211 1.9712 -1.220 0.153 -1.000
C 4.9002 -5.3741 -2.3683 0.008 -0.160 -0.136
O 3.9842 -6.4612 -2.3313 -0.031 0.347 0.275
C 3.3412 -6.5871 -1.0648 -0.269 -0.218 -0.425
C 1.9430 -5.9766 -1.0859 0.295 0.261 0.361
O 1.9946 -4.5637 -1.2787 0.051 -0.215 -0.284
C 1.7300 -4.1915 -2.6255 -0.064 0.171 0.127
H 5.1233 -5.1536 -3.4138 -0.026 -0.114 0.060
H 4.4895 -4.4743 -1.9048 -0.028 -0.041 0.028
H 5.8276 -5.6566 -1.8616 0.057 0.100 0.035
H 3.9532 -6.1439 -0.2718 -0.083 0.073 -0.045
H 3.2507 -7.6581 -0.8585 -0.013 0.021 0.031
H 1.4710 -6.1483 -0.1135 0.004 -0.040 -0.016
H 1.3180 -6.4497 -1.8507 0.117 0.007 -0.014
H 0.6532 -4.2424 -2.8162 0.015 -0.029 -0.125
H 2.2637 -4.8220 -3.3395 -0.024 -0.053 0.051
H 2.0618 -3.1606 -2.7655 -0.042 -0.045 0.119
C -0.1256 4.3457 -3.5275 -0.014 0.100 -0.158
O 0.9788 4.0067 -4.3585 0.027 -0.162 0.416
C 2.1491 3.6958 -3.6066 -0.063 -0.197 -0.538
C 2.3435 2.1881 -3.4754 -0.042 0.228 0.500
O 1.3009 1.5939 -2.7037 -0.071 0.077 -0.322
C 0.3084 0.9804 -3.5154 0.014 -0.084 0.189
H -1.0352 4.2795 -4.1270 0.128 0.056 -0.028
H -0.2227 3.6687 -2.6757 0.059 -0.020 -0.015
H -0.0138 5.3729 -3.1688 -0.099 0.020 0.066
H 2.1189 4.1767 -2.6228 -0.039 -0.112 0.005
H 3.0003 4.1104 -4.1557 0.022 -0.018 0.037
H 3.2808 2.0006 -2.9423 0.011 0.013 -0.034
H 2.4163 1.7131 -4.4596 -0.071 0.101 0.011
H 0.6744 0.0149 -3.8792 -0.071 -0.002 -0.104
H 0.0202 1.6098 -4.3598 0.061 0.006 0.007
H -0.5768 0.8094 -2.8992 0.103 0.003 0.032
C 2.4931 1.0155 6.7325 -0.067 -0.103 -0.152
O 3.4873 0.3584 5.9558 0.089 0.234 0.292
C 4.7524 1.0130 6.0278 0.040 -0.529 -0.135
C 5.6848 0.3178 7.0156 -0.102 0.499 0.214
O 5.1968 0.4191 8.3519 -0.153 -0.255 -0.304
C 4.5343 -0.7635 8.7788 0.063 0.117 0.178
H 1.6606 0.3237 6.8739 0.080 0.013 -0.094
H 2.8678 1.3115 7.7146 0.047 -0.010 -0.037
H 2.1312 1.8981 6.1971 -0.052 0.069 0.077
H 4.6290 2.0716 6.2800 0.017 -0.078 0.094
H 5.1977 0.9565 5.0295 0.024 0.023 0.016
H 6.6570 0.8200 6.9927 -0.007 -0.015 -0.041
H 5.8416 -0.7302 6.7383 -0.103 0.049 -0.038
H 5.2741 -1.5267 9.0405 -0.076 -0.098 -0.031
H 3.8539 -1.1519 8.0180 0.057 0.009 -0.046
H 3.9499 -0.5230 9.6689 0.122 0.054 -0.039
C -8.2265 -6.4930 -1.4388 -0.086 0.043 0.178
O -7.6782 -6.9240 -0.1997 0.198 -0.081 -0.377
C -6.6887 -7.9367 -0.3664 0.037 0.301 0.480
C -5.2790 -7.3573 -0.2916 -0.051 -0.124 -0.579
O -5.0197 -6.4761 -1.3818 -0.254 -0.054 0.299
C -5.1569 -5.1069 -1.0182 0.169 -0.070 -0.135
H -8.7364 -5.5424 -1.2719 0.022 -0.102 0.079
H -7.4569 -6.3441 -2.1993 0.024 -0.035 0.043
H -8.9558 -7.2271 -1.7940 -0.017 0.004 -0.117
H -6.8422 -8.4803 -1.3050 0.081 0.093 -0.009
H -6.8179 -8.6469 0.4565 0.018 -0.020 -0.019
H -4.5583 -8.1779 -0.3671 -0.023 -0.028 0.041
H -5.1118 -6.8504 0.6650 -0.122 0.002 -0.032
H -4.2716 -4.7826 -0.4645 -0.114 0.050 0.021
H -6.0536 -4.9264 -0.4225 0.058 -0.046 0.037
H -5.2315 -4.5178 -1.9343 0.084 -0.095 0.036
C -1.3019 11.3009 -3.7938 0.124 0.138 -0.070
O 0.0954 11.0386 -3.8356 -0.276 -0.309 0.135
C 0.4747 9.9751 -2.9650 0.340 0.103 -0.416
C 0.6469 8.6646 -3.7274 -0.437 -0.064 0.324
O -0.5925 8.2088 -4.2664 0.242 0.296 -0.122
C -0.7279 8.5167 -5.6473 -0.137 -0.174 0.020
H -1.5619 11.8958 -4.6714 0.110 -0.003 0.074
H -1.8933 10.3829 -3.8103 0.052 -0.015 0.023
H -1.5419 11.8754 -2.8945 -0.114 -0.015 0.025
H -0.2469 9.8644 -2.1484 -0.019 -0.074 -0.097
H 1.4380 10.2516 -2.5251 -0.010 -0.030 0.019
H 0.9924 7.8957 -3.0290 0.043 0.023 0.009
H 1.3998 8.7640 -4.5166 -0.056 0.094 0.035
H -0.1380 7.8117 -6.2418 0.022 0.077 -0.087
H -0.4210 9.5400 -5.8731 0.056 -0.018 0.048
H -1.7799 8.4079 -5.9180 0.069 -0.072 0.095
```
Forces are in eV/Å.

The total energy is -63982.6942 eV. As for the HOMO energy: -8.9 eV. The orbital gap comes out at 7.9 eV. The value obtained for the largest force on an atom is 5.48 eV/Å.

Löwdin atomic charge list, values in e, 5 entries:
1. C -0.112
2. C -0.249
3. C -0.158
4. C -0.185
5. N -0.001


(4)
Here is a cluster of 2 separate species, C25H39F3N2O11P2S in total at a distorted geometry from OMol25. Energies are from wB97M-V/def2-TZVPD.

```
83
Properties=species:S:1:pos:R:3:forces:R:3
C -0.1090 4.8765 1.8369 -0.338 -2.125 -2.340
C -0.0560 3.9688 0.7145 0.480 1.623 2.896
C -1.1850 2.8035 0.5291 1.499 2.297 0.371
P -1.4715 2.4352 2.3841 0.100 1.760 0.015
P -2.3266 0.5115 2.7989 0.080 -6.549 2.642
O -1.3129 -0.5561 3.3110 -1.923 3.196 -1.662
O -3.2391 -0.2352 1.5897 0.121 1.822 2.163
O -3.4094 0.7321 4.1334 0.925 -0.050 -2.283
C -0.6355 1.5833 -0.4210 -2.161 1.176 0.437
C 0.3230 0.5386 0.3047 0.857 -0.029 -0.711
C 0.4162 -0.9145 -0.3409 0.150 -2.452 -1.383
O -0.0142 -1.2842 -1.4556 1.108 1.992 3.440
C 1.2305 -2.0296 0.4959 1.749 -1.815 1.207
C 1.4522 -1.9940 2.0240 1.907 -3.155 -2.454
C 2.2940 -3.1637 2.6457 -0.227 -0.266 -2.477
C 2.9154 -4.3150 1.8211 -1.734 2.299 -1.943
C 2.7184 -4.3340 0.2765 -1.788 3.106 2.485
C 1.8623 -3.1970 -0.3485 0.887 -0.637 2.517
O -0.1076 2.3597 -1.5083 0.683 -1.238 0.549
C 0.6087 1.6743 -2.5311 1.092 -0.026 -2.988
C -0.2902 1.1721 -3.7981 0.631 0.560 -0.851
N 0.1454 -0.1981 -4.2789 -1.219 0.633 -0.538
C -1.0277 -1.1018 -4.4679 0.535 -0.682 -0.048
C -2.0022 -0.7148 -5.6873 -1.246 -2.300 1.087
C -2.5903 -2.0890 -6.3499 0.252 -0.210 -0.358
O -3.1812 -0.0553 -5.0986 0.659 -0.149 -0.319
C -2.0803 1.1507 -0.9730 -2.538 -1.865 -0.262
O -2.6077 0.0754 -1.2966 2.524 3.474 0.869
N -2.9546 2.3706 -1.0382 1.660 0.027 -0.339
C -2.5278 3.4970 -0.1163 -0.791 -4.103 -0.495
C -3.7904 3.7211 0.8773 -0.962 1.359 -0.046
O -4.4742 2.4616 1.1956 0.503 1.902 1.322
C -5.3009 2.8333 2.3585 -0.179 1.129 0.656
S -2.4029 5.0728 -1.0674 -3.963 7.311 1.000
O -3.7327 5.4515 -1.7148 3.571 -2.991 1.059
O -2.0407 6.2898 -0.2233 0.377 -4.257 -1.636
C -1.2146 5.0835 -2.5111 1.600 1.025 -3.796
F -1.4764 4.0362 -3.4571 1.000 2.352 2.747
F 0.1450 5.1879 -2.1722 -3.389 -0.769 -0.809
F -1.5177 6.2822 -3.2361 0.702 -3.027 2.180
H 0.8391 5.1614 2.4272 -1.627 0.383 -1.696
H -1.1454 5.2422 2.1318 1.620 -0.875 0.436
H 0.8435 4.0979 0.0340 -0.995 -1.313 1.123
H -0.1246 2.3697 2.9227 -0.956 -0.765 -0.634
H -4.2033 -0.1283 1.7972 1.080 0.095 -0.511
H -3.5941 -0.1502 4.5348 0.543 0.715 -0.509
H 1.3916 0.9847 0.2287 -1.615 -0.715 0.125
H 0.1417 0.3856 1.4196 -0.136 0.354 -1.544
H 1.0448 -1.1549 2.6717 0.478 -1.433 -0.899
H 2.4792 -3.2007 3.7821 -0.444 0.235 -2.039
H 3.5561 -5.1656 2.2923 -1.414 2.059 -0.737
H 3.2064 -5.1674 -0.3492 -1.004 1.617 1.005
H 1.7282 -3.2470 -1.4911 0.037 0.417 2.112
H 1.2895 0.8112 -2.2379 -1.226 0.979 0.173
H 1.3222 2.4573 -3.0063 -1.160 -1.043 1.142
H -1.4118 1.2466 -3.6121 1.472 -0.318 -0.051
H -0.0803 1.8680 -4.7013 -0.444 -0.664 1.723
H 0.5552 -0.0964 -5.2304 -0.247 0.061 1.116
H -1.6181 -1.0970 -3.4895 0.730 -0.112 -1.370
H -0.5923 -2.1649 -4.6182 -0.785 1.674 0.176
H -1.4967 -0.0657 -6.4808 -0.942 -0.621 1.308
H -2.6354 -2.0285 -7.4937 -0.008 -0.022 1.638
H -1.9532 -3.0039 -6.0847 -0.776 1.362 -0.408
H -3.6566 -2.3208 -5.9717 1.693 0.583 -0.561
H -3.6176 -0.7122 -4.5010 0.745 0.769 -0.779
H -3.0251 2.6108 -2.0380 -0.534 0.004 0.637
H -4.6231 4.3670 0.3962 1.734 -0.830 0.234
H -3.5042 4.3090 1.8330 -0.027 -1.197 -1.481
H -5.6761 3.9242 2.2418 0.414 -1.743 0.001
H -4.6503 2.8506 3.3137 -1.121 -0.369 -1.435
H -6.2347 2.1896 2.4562 1.581 0.481 -0.260
C 7.8733 -5.8692 3.9126 0.254 0.083 -0.163
C 6.6475 -4.9717 3.9765 -0.032 -0.640 0.295
C 5.9352 -5.1023 5.3137 -0.150 0.238 0.124
O 5.7492 -5.3200 2.9244 -0.033 0.121 -0.177
H 7.5927 -6.9218 4.0230 -0.051 0.074 0.125
H 8.3686 -5.7739 2.9426 -0.032 0.067 0.102
H 8.5900 -5.6152 4.6977 -0.034 -0.059 -0.045
H 6.9450 -3.9315 3.8186 -0.165 -0.087 -0.176
H 5.5877 -6.1284 5.4724 0.151 -0.007 -0.021
H 5.0501 -4.4607 5.3414 0.122 0.012 -0.009
H 6.5939 -4.8254 6.1407 -0.063 -0.047 -0.026
H 5.4805 -6.2398 3.0550 0.171 0.129 0.035
```
Forces are in eV/Å.

The total energy is -89612.9424 eV. As for the HOMO energy: -8.6 eV. The orbital gap comes out at 8.1 eV. The value obtained for the largest force on an atom is 8.38 eV/Å.

Löwdin atomic charge list, values in e, 5 entries:
1. C -0.040
2. C -0.165
3. C -0.390
4. P 0.936
5. P 0.453